Version a
Here is one molecule with the formula C19H31N3O4 from the Open Molecules 2025 dataset. Energies are from ωB97M-V/def2-TZVPD.

XYZ file:
```
57
Properties=species:S:1:pos:R:3:nbo_charge:R:1
C -3.15415 -7.73061 0.51093 -0.42
C -2.16844 -7.73358 1.40322 0.03
C -0.78780 -8.22792 1.08234 -0.65
C -2.36236 -7.19968 2.79649 -0.54
C -1.73968 -5.82389 3.04012 0.70
O -1.37674 -5.47762 4.14906 -0.63
N -1.66326 -5.03870 1.93771 -0.66
C -1.15834 -3.67396 1.97402 -0.06
C -0.01256 -3.45476 0.97574 -0.42
C -0.50178 -3.10246 -0.42916 -0.05
C -1.51158 -4.10077 -1.01556 -0.41
C -2.89146 -3.58860 -0.52622 -0.42
C -2.56168 -2.33282 0.29735 -0.04
C -2.26431 -2.61788 1.78137 -0.23
C -3.52676 -2.93902 2.56699 -0.62
N -1.32631 -1.88632 -0.36822 -0.48
C -0.71947 -0.66260 -0.28679 0.70
O 0.48236 -0.54744 -0.44467 -0.61
C -1.61203 0.59780 -0.17686 0.04
C -2.04727 0.82302 1.27794 -0.62
C -0.79646 1.80071 -0.64868 -0.61
N -2.76758 0.38046 -1.05631 -0.65
C -3.78094 1.27182 -1.19732 0.89
O -3.96936 2.25949 -0.52414 -0.66
O -4.59614 0.88430 -2.20704 -0.53
C -5.71267 1.74999 -2.42762 -0.25
H -4.14686 -7.38124 0.77054 0.20
H -3.00472 -8.09746 -0.49738 0.20
H -0.53099 -9.07564 1.72170 0.22
H -0.70211 -8.53911 0.04233 0.22
H -0.04470 -7.45028 1.27858 0.22
H -3.42539 -7.10741 3.03076 0.24
H -1.92193 -7.86380 3.54082 0.24
H -2.03301 -5.42579 1.08590 0.42
H -0.77116 -3.56642 2.98735 0.25
H 0.61021 -2.62574 1.31916 0.23
H 0.61804 -4.34594 0.94624 0.22
H 0.34846 -2.92758 -1.08357 0.24
H -1.46630 -4.06718 -2.10328 0.22
H -1.29000 -5.12793 -0.72306 0.21
H -3.51350 -3.31259 -1.37740 0.22
H -3.45727 -4.32055 0.05010 0.21
H -3.34137 -1.57853 0.21937 0.23
H -1.84505 -1.69159 2.18409 0.22
H -4.04749 -3.80734 2.15898 0.20
H -3.28656 -3.16082 3.60787 0.23
H -4.21839 -2.09421 2.54678 0.21
H -1.18076 0.73053 1.93479 0.22
H -2.46140 1.82263 1.38076 0.25
H -2.80905 0.11086 1.59086 0.21
H 0.05584 1.96082 0.00801 0.23
H -0.41814 1.63849 -1.65692 0.22
H -1.43654 2.68171 -0.63273 0.23
H -2.67861 -0.30894 -1.78508 0.41
H -6.25766 1.31650 -3.26056 0.19
H -6.34328 1.79559 -1.54146 0.19
H -5.37530 2.75499 -2.67462 0.19
```

Values from the calculation:
- structure (SMILES) = C=C(C)CC(=O)N[C@H]1C[C@H]2CC[C@@H]([C@H]1C)N2C(=O)C(C)(C)NC(=O)OC
- gap between HOMO and LUMO (eV) = 9.90

=====

Version b
Here is one molecule with the formula C19H31N3O4 from the Open Molecules 2025 dataset. Energies are from ωB97M-V/def2-TZVPD.

XYZ file:
```
57
Properties=species:S:1:pos:R:3:nbo_charge:R:1
C 2.36897 4.70060 0.60744 -0.43
C 1.35060 4.85075 -0.23374 0.04
C 1.48555 4.64889 -1.71502 -0.65
C -0.03275 5.19700 0.24517 -0.54
C -1.00286 4.01627 0.19976 0.69
O -2.18004 4.15882 -0.07935 -0.63
N -0.45221 2.82528 0.52810 -0.66
C -1.23237 1.59625 0.58455 -0.05
C -1.28488 0.89629 -0.78310 -0.41
C -0.08542 -0.01764 -1.02558 -0.03
C 1.28074 0.68525 -0.86985 -0.43
C 1.63801 0.50289 0.62478 -0.44
C 0.42867 -0.24528 1.21206 -0.04
C -0.72865 0.64487 1.68599 -0.22
C -0.40950 1.36287 2.99028 -0.61
N -0.06178 -1.01104 0.05928 -0.47
C 0.29355 -2.32652 -0.04990 0.71
O 0.95608 -2.88955 0.80408 -0.63
C -0.19059 -3.14028 -1.28145 0.03
C -1.55702 -2.71834 -1.83473 -0.62
C 0.88799 -3.05421 -2.36359 -0.60
N -0.24897 -4.54594 -0.88057 -0.63
C -1.00191 -4.88629 0.21414 0.91
O -1.88636 -4.21539 0.69283 -0.65
O -0.65130 -6.10584 0.66098 -0.52
C -1.39349 -6.55567 1.79623 -0.25
H 2.24913 4.86914 1.67148 0.20
H 3.35613 4.42591 0.25584 0.20
H 1.28605 5.58417 -2.24326 0.23
H 2.48123 4.30175 -1.98724 0.22
H 0.74947 3.92420 -2.07474 0.22
H -0.00761 5.55682 1.27629 0.24
H -0.47993 5.97866 -0.36890 0.24
H 0.53575 2.81523 0.71748 0.42
H -2.24368 1.91837 0.83639 0.24
H -2.18583 0.28056 -0.83474 0.22
H -1.35972 1.65561 -1.56437 0.22
H -0.17909 -0.49105 -1.99616 0.22
H 2.02158 0.18920 -1.49824 0.21
H 1.23648 1.72814 -1.18265 0.22
H 2.52262 -0.12498 0.72776 0.23
H 1.86047 1.43749 1.14241 0.20
H 0.71231 -0.93336 2.00373 0.25
H -1.55360 -0.04840 1.87639 0.23
H 0.47906 1.99217 2.90982 0.20
H -1.23837 2.00524 3.29191 0.22
H -0.23135 0.63948 3.78716 0.22
H -1.48089 -1.85872 -2.49811 0.20
H -1.95843 -3.54779 -2.41620 0.23
H -2.25425 -2.49281 -1.03256 0.25
H 1.01355 -2.03265 -2.72119 0.21
H 1.84822 -3.39612 -1.97212 0.22
H 0.60675 -3.68136 -3.21049 0.22
H 0.63138 -5.03732 -0.91384 0.40
H -0.99101 -7.53351 2.04198 0.19
H -1.26345 -5.86898 2.63085 0.19
H -2.45303 -6.62913 1.55656 0.19
```

Values from the calculation:
- structure (SMILES) = C=C(C)CC(=O)N[C@H]1C[C@H]2CC[C@@H]([C@H]1C)N2C(=O)C(C)(C)NC(=O)OC
- gap between HOMO and LUMO (eV) = 9.94

=====

Short version: version a is the most stable of them.